No. 1
ORCA calculation (ωB97M-V with the def2-TZVPD basis set) on C5H8BaO2 as an isolated structure.

Properties
* relative energy (zero: lowest compared OMol25 entry of this formula, charge and spin): 2.906 eV
* multiplicity: 2
* E_HOMO (alpha / beta): -7.67 / -11.78 eV
* ⟨S²⟩: 0.750
* charge: +1

CARTESIAN COORDINATES (ANGSTROEM)
O  2.9151  -2.1438  0.4272
Ba  1.5817  -3.9590  2.5425
C  1.7582  -1.6428  0.9263
O  1.1851  -0.7950  0.2302
C  4.0372  -1.2738  0.1542
C  5.2982  -2.0533  0.4299
H  3.9501  -0.9770  -0.8984
H  3.9626  -0.3772  0.7820
H  5.2420  -3.0618  -0.0010
H  6.1470  -1.5213  -0.0193
H  5.4677  -2.1506  1.5104
C  -1.3289  1.0137  0.2467
C  -2.3004  1.7203  -0.0542
H  -1.2612  2.3170  0.3348
H  -0.1008  -0.0707  0.4240
H  -3.2285  2.2666  -0.1837

=====

No. 2
ORCA calculation (ωB97M-V with the def2-TZVPD basis set) on a 2-piece molecular cluster, C5H8Br2N3 overall.

Properties
* relative energy (zero: lowest compared OMol25 entry of this formula, charge and spin): 2.502 eV
* E_HOMO (alpha / beta): -12.48 / -12.48 eV
* charge: +1

CARTESIAN COORDINATES (ANGSTROEM)
C  0.5075  -1.0901  1.1717
C  -0.6564  -0.3403  1.3753
C  1.3398  0.2417  -0.8847
C  1.3434  -0.8816  0.0522
C  -1.0455  0.7390  0.7658
N  0.4320  1.0849  -0.8378
N  -1.8722  1.6770  0.6062
N  0.3159  2.2469  -1.5544
Br  2.9560  -1.8381  -0.2497
Br  -1.0299  -4.2612  0.2779
H  0.5375  -2.0373  1.7521
H  -1.3230  -0.7025  2.1616
H  2.1739  0.2231  -1.6523
H  -2.4268  1.6430  -0.2657
H  -1.8108  2.4126  1.3121
H  1.1111  2.5814  -2.1306
H  -0.4820  2.8944  -1.2282
H  -0.0705  -4.5932  -0.6716

=====

No. 3
ORCA calculation (ωB97M-V with the def2-TZVPD basis set) on C5H8Br4Na6O3 as an isolated structure.

Properties
* relative energy (zero: lowest compared OMol25 entry of this formula, charge and spin): 0.000 eV
* E_HOMO: -19.34 eV
* charge: +4

CARTESIAN COORDINATES (ANGSTROEM)
Na  -0.6676  2.8691  -2.8509
Na  -0.0705  2.6604  0.5677
Na  -3.1740  -1.2528  1.3494
Na  -3.5943  2.1767  0.8719
Na  -2.2701  0.1225  -3.4291
Na  -4.8854  0.5104  -1.3565
C  -1.7027  0.4480  -0.4065
O  -2.4876  -0.3822  -0.9371
O  -1.5620  0.5941  0.8446
O  -0.9596  1.0973  -1.2010
Br  3.3972  -1.2025  -0.9264
C  1.4669  -1.2071  -1.3647
C  1.3420  -2.1132  -2.6195
Br  -0.5122  -2.2376  -3.3209
H  1.2400  -0.2042  -1.7169
H  0.8827  -1.5682  -0.5232
H  1.6060  -3.1529  -2.4389
H  1.9731  -1.7500  -3.4269
Br  1.4316  2.8812  3.1915
C  0.8497  0.9824  3.3391
C  1.5942  0.1327  2.3434
Br  1.0974  -1.7748  2.5316
H  -0.2340  1.0575  3.3295
H  1.1323  0.6080  4.3233
H  2.6627  0.2510  2.5162
H  1.4439  0.4540  1.3103

=====

No. 4
ORCA calculation (ωB97M-V with the def2-TZVPD basis set) on one molecule with the formula C5H8BrFO.

Properties
* relative energy (zero: lowest compared OMol25 entry of this formula, charge and spin): 1.404 eV
* E_HOMO: -8.87 eV

CARTESIAN COORDINATES (ANGSTROEM)
C  0.1456  1.3828  0.7902
C  2.7744  -0.0730  0.5628
C  0.6046  0.3342  -0.1230
C  -0.0795  0.3141  -1.4851
C  0.2726  -0.9597  0.7042
O  2.0077  0.3463  -0.3609
F  0.1684  2.5761  0.1265
Br  4.5473  -0.0619  -0.0371
H  -0.8162  1.1230  1.1281
H  0.7612  1.4135  1.6840
H  0.0423  1.1946  -2.1012
H  -1.1061  -0.0317  -1.3580
H  0.4819  -0.4101  -1.9870
H  0.5531  -0.6497  1.8235
H  0.5607  -1.9188  0.3129
H  -0.7689  -1.0399  0.6415

=====

No. 5
ORCA calculation (ωB97M-V with the def2-TZVPD basis set) on one molecule with the formula C5H8BrN.

Properties
* relative energy (zero: lowest compared OMol25 entry of this formula, charge and spin): 2.019 eV
* E_HOMO: -9.53 eV
* structure (SMILES): C[C@@H]1C[C@@H]1/C=N/Br

CARTESIAN COORDINATES (ANGSTROEM)
C  -0.8617  -1.0033  0.2893
C  -2.0250  -0.4001  -0.3376
C  0.4975  -1.1768  -0.3475
C  0.3308  -0.1729  0.7891
C  0.4947  1.3309  0.5049
N  -3.0908  -0.4234  0.3874
Br  -4.8138  0.1530  -0.1380
H  -1.0020  -1.8108  0.9179
H  -1.7395  0.0246  -1.2950
H  0.6482  -0.7888  -1.2924
H  1.1625  -2.1790  -0.1608
H  0.8114  -0.4991  1.6654
H  1.2435  1.8349  1.2212
H  -0.5588  1.7256  0.6621
H  0.7929  1.5355  -0.5557

=====

No. 6
ORCA calculation (ωB97M-V with the def2-TZVPD basis set) on one molecule with the formula C5H8BrN.

Properties
* relative energy (zero: lowest compared OMol25 entry of this formula, charge and spin): 1.515 eV
* E_HOMO: -9.63 eV
* structure (SMILES): [H]/N=C/[C@H](Br)C(=C)C

CARTESIAN COORDINATES (ANGSTROEM)
C  -1.1174  -0.8592  0.7758
C  -0.7771  1.4187  -0.7548
C  0.2083  -0.6646  0.4721
C  1.5135  -1.2998  0.7726
C  0.4830  0.6733  -0.6784
N  -1.1420  2.4751  -0.2308
Br  0.8728  -0.3091  -2.3413
H  -1.9606  -0.2587  0.3603
H  -1.3057  -1.6812  1.4260
H  -1.5075  0.8341  -1.4568
H  2.3027  -0.4643  0.8642
H  1.3334  -1.7909  1.7633
H  1.8223  -2.1089  -0.0349
H  1.3531  1.2497  -0.4025
H  -2.0788  2.7857  -0.5349

=====

No. 7
ORCA calculation (ωB97M-V with the def2-TZVPD basis set) on one molecule with the formula C5H8BrNO.

Properties
* relative energy (zero: lowest compared OMol25 entry of this formula, charge and spin): 0.000 eV
* E_HOMO: -9.63 eV
* structure (SMILES): O=C1NCCC[C@H]1Br

CARTESIAN COORDINATES (ANGSTROEM)
O  -2.4853  -0.1611  -1.2088
Br  -1.9780  0.8834  1.9301
C  -1.3910  -0.1131  -0.6999
N  -0.3523  0.3592  -1.4774
C  -1.2011  -0.4864  0.7580
C  1.0327  0.4138  -1.0492
C  0.2806  -0.6307  1.1172
C  1.1929  0.4285  0.4625
H  -0.5799  0.4680  -2.4621
H  -1.7320  -1.4263  0.8937
H  1.5517  -0.4696  -1.4683
H  1.5044  1.3075  -1.4931
H  0.6702  -1.6251  0.8361
H  0.3250  -0.5593  2.2170
H  2.2180  0.1964  0.7524
H  0.9440  1.4147  0.8918

=====

No. 8
ORCA calculation (ωB97M-V with the def2-TZVPD basis set) on one molecule with the formula C5H8BrNO2.

Properties
* relative energy (zero: lowest compared OMol25 entry of this formula, charge and spin): 3.449 eV
* E_HOMO: -8.93 eV
* structure (SMILES): CO[C@]1(CBr)C=CON1

CARTESIAN COORDINATES (ANGSTROEM)
C  -0.2879  -1.2897  1.1146
C  0.6799  -2.1239  0.7933
C  -0.3051  -0.1552  0.0328
C  0.0196  2.0844  -0.3170
C  -1.6759  -0.2526  -0.9727
N  0.8076  -0.5029  -0.8802
O  1.3973  -1.7023  -0.3166
O  -0.0116  1.0297  0.6347
Br  -3.2794  -0.1864  0.0729
H  -1.1717  -1.2940  1.7175
H  1.1052  -3.0645  1.3062
H  0.8528  2.7284  -0.1867
H  -0.9474  2.5603  -0.4242
H  0.2068  1.6537  -1.3520
H  -1.5873  -1.1833  -1.4845
H  -1.8105  0.5298  -1.6976
H  0.4409  -0.7965  -1.8202

=====

No. 9
ORCA calculation (ωB97M-V with the def2-TZVPD basis set) on one molecule with the formula C5H8BrOP.

Properties
* relative energy (zero: lowest compared OMol25 entry of this formula, charge and spin): 2.210 eV
* E_HOMO (alpha / beta): -8.58 / -8.47 eV

CARTESIAN COORDINATES (ANGSTROEM)
C  0.4368  1.0468  1.5869
C  0.4257  0.2905  0.5222
C  -0.8199  -0.3877  -0.0796
C  -2.0147  0.6248  -0.2529
C  1.7794  -0.1603  -0.2121
O  -3.0810  2.8154  1.0272
P  -2.2615  1.6312  1.2504
Br  -3.1776  0.1875  2.6125
H  1.0184  1.5020  2.4305
H  -0.6194  -0.8670  -0.9959
H  -1.2242  -1.0865  0.6785
H  -1.8604  1.3243  -1.0528
H  -2.8817  0.0284  -0.6261
H  1.8934  -1.2318  -0.4725
H  2.6252  0.2528  0.3577
H  1.7058  0.5552  -1.0159

=====

No. 10
ORCA calculation (ωB97M-V with the def2-TZVPD basis set) on one molecule with the formula C5H8Cl2.

Properties
* relative energy (zero: lowest compared OMol25 entry of this formula, charge and spin): 1.437 eV
* E_HOMO: -9.74 eV
* structure (SMILES): C[C@@]1(Cl)C[C@@]1(C)Cl

CARTESIAN COORDINATES (ANGSTROEM)
C  1.1852  0.3229  0.2538
C  -0.3210  0.1973  0.7233
C  0.0777  -0.1320  -0.6943
C  -0.4907  -0.9785  1.6709
C  -0.2699  0.7175  -1.8714
Cl  -1.2697  1.6317  0.9796
Cl  0.1087  -1.7644  -1.2392
H  1.4456  1.3407  0.2535
H  1.8651  -0.2919  0.7588
H  -0.5951  -0.6036  2.6300
H  0.3954  -1.4911  1.5509
H  -1.2923  -1.6495  1.3898
H  -1.1930  0.3960  -2.2435
H  0.5024  0.4665  -2.5318
H  -0.1482  1.8384  -1.6306

=====

No. 11
ORCA calculation (ωB97M-V with the def2-TZVPD basis set) on one molecule with the formula C5H8ClFO2.

Properties
* E_HOMO (alpha / beta): -6.40 / -7.60 eV

CARTESIAN COORDINATES (ANGSTROEM)
C  -1.1696  0.6925  -0.5880
C  0.1356  0.5324  -1.2605
C  -1.2048  -0.0267  0.7540
C  1.3104  1.0907  -0.5865
C  0.7961  -1.2807  1.0139
O  -0.4797  -1.2407  0.7045
O  1.3348  -2.4805  0.8751
F  1.2606  -0.5573  1.9729
Cl  1.0448  2.3766  0.5779
H  -1.4687  1.7834  -0.4079
H  -1.9680  0.2118  -1.2169
H  0.1945  -0.4802  -1.4595
H  0.1372  1.0526  -2.2768
H  -0.6992  0.6309  1.5164
H  -2.1387  -0.3784  1.1009
H  2.2321  0.9868  -1.0207
H  0.6825  -2.9130  0.3011

=====

No. 12
ORCA calculation (ωB97M-V with the def2-TZVPD basis set) on one molecule with the formula C5H8ClN3O.

Properties
* relative energy (zero: lowest compared OMol25 entry of this formula, charge and spin): 0.867 eV
* E_HOMO: -7.85 eV
* structure (SMILES): COc1c(N)nn(C)c1Cl

CARTESIAN COORDINATES (ANGSTROEM)
C  -0.7777  -0.2843  -0.1051
C  -0.4438  -0.0878  1.2214
C  0.2173  0.8361  -0.8191
C  2.1426  2.0741  0.1004
C  -1.4022  -1.9445  -1.7572
N  0.5007  0.8717  1.3983
N  0.9564  1.2463  0.2204
N  -0.9932  -0.6776  2.3802
O  -1.6922  -1.1524  -0.6031
Cl  0.4523  1.1740  -2.4186
H  2.3681  2.0984  1.1142
H  2.9679  1.5541  -0.3954
H  1.9526  3.0303  -0.4633
H  -0.2639  -2.1003  -2.0016
H  -1.8863  -1.4803  -2.5936
H  -1.8229  -2.9843  -1.6192
H  -1.8068  -1.0757  2.0433
H  -1.3045  -0.1309  3.2503